[1]
Here is an isolated ion of composition C3H5N2O3S and charge -1 at a distorted geometry from the OMol25 dataset. Energies are from ωB97M-V/def2-TZVPD.

Values from the calculation:
charge: -1
structure (SMILES): O=NCC[C@@H]1N=[S@]1(=O)[O-]
E: -23146.709 eV
HOMO energy (alpha / beta): -4.14 / -4.13 eV
maximum force: 2.20 eV Å⁻¹

Element x y z (Å)
O 1.52 -2.12 0.30
N 0.80 -1.65 -0.61
C 1.01 -0.23 -0.89
C 0.84 0.66 0.34
C -0.49 0.31 0.98
N -1.06 -1.02 0.49
S -1.89 0.24 -0.03
O -3.19 0.46 0.59
O -1.78 0.77 -1.39
H 0.28 0.04 -1.65
H 2.03 -0.10 -1.30
H 0.87 1.71 0.05
H 1.65 0.47 1.06
H -0.58 0.45 2.05

[2]
Here is a 2-piece molecular cluster, C3H5N2O4 overall at a distorted geometry from the OMol25 dataset. Energies are from ωB97M-V/def2-TZVPD.

Values from the calculation:
charge: -1
E: -14358.802 eV
HOMO energy: -3.48 eV
maximum force: 3.44 eV Å⁻¹

Element x y z (Å)
C 2.12 -0.62 -1.08
C 1.30 0.26 1.26
C 1.39 0.31 -0.20
N -3.57 0.73 -0.50
N -2.47 0.80 -0.02
O 2.73 0.57 -0.92
O -1.72 -0.46 0.12
O 2.21 -1.70 -1.63
O -4.12 -0.34 -0.91
H 0.43 -0.24 1.51
H 2.13 -0.29 1.64
H 1.27 1.29 1.79
H 0.45 0.79 -0.60
H -2.16 -1.11 -0.45

[3]
Here is a 2-piece molecular cluster, C3H5N2O9S overall at a distorted geometry from the OMol25 dataset. Energies are from ωB97M-V/def2-TZVPD.

Values from the calculation:
charge: -1
E: -35430.998 eV
HOMO energy: -5.59 eV
maximum force: 2.38 eV Å⁻¹

Element x y z (Å)
C 0.85 -0.87 0.09
C -0.76 1.91 0.18
C 0.95 0.33 -0.81
N 0.11 0.41 -1.89
N 2.16 1.01 -0.78
O -2.28 -0.53 0.39
O 0.37 1.07 -2.88
O -0.98 -0.23 -1.82
O 3.02 0.56 -0.02
O 2.31 2.04 -1.43
O -2.04 -0.30 2.75
O -3.24 1.44 1.57
O -1.66 1.92 -0.60
O -0.78 1.23 1.33
S -2.22 0.45 1.56
H -0.03 -1.46 -0.16
H 0.80 -0.59 1.14
H 1.74 -1.50 -0.05
H 0.12 2.58 0.14
H -1.87 -0.29 -0.52

[4]
Here is an isolated ion of composition C3H5N2OS2 and charge +1 at a distorted geometry from the OMol25 dataset. Energies are from ωB97M-V/def2-TZVPD.

Values from the calculation:
charge: +1
E: -29879.307 eV
HOMO energy (alpha / beta): -12.35 / -12.35 eV
maximum force: 5.12 eV Å⁻¹

Element x y z (Å)
C -1.58 -1.17 -0.21
C -3.74 -0.04 0.11
C 0.55 0.10 -0.59
N -2.57 -0.24 -0.07
N -0.27 -1.01 -0.32
O -4.79 0.25 0.45
S 2.06 -0.14 0.48
S -0.29 1.71 -0.17
H -1.82 -2.29 -0.42
H 0.80 2.15 0.38
H 0.11 -1.92 -0.40
H 2.96 -0.04 -0.58
H -0.08 2.45 -1.12

[5]
Here is one molecule with the formula C3H5N3 at a distorted geometry from the OMol25 dataset. Energies are from ωB97M-V/def2-TZVPD.

Values from the calculation:
structure (SMILES): N#CC=C(N)N
E: -7660.273 eV
HOMO energy: -7.79 eV
maximum force: 8.33 eV Å⁻¹

Element x y z (Å)
N -2.98 0.23 -0.17
C -1.90 -0.34 -0.11
C -0.72 -1.02 0.22
C 0.31 0.00 0.07
N 1.58 -0.32 -0.25
N 0.05 1.21 0.14
H -0.50 -2.11 0.25
H 2.02 -1.29 -0.22
H 2.24 0.35 0.04
H -0.98 1.34 0.27
H 0.86 1.95 -0.23

[6]
Here is one molecule with the formula C3H5N3 from the OMol25 dataset. Energies are from ωB97M-V/def2-TZVPD.

Values from the calculation:
structure (SMILES): CC1=NN=NC1
E: -7660.500 eV
HOMO energy: -10.07 eV
maximum force: 0.42 eV Å⁻¹

Element x y z (Å)
C 0.62 -0.83 -1.18
C 0.31 0.07 -0.03
N 1.22 0.75 0.57
N 0.59 1.41 1.68
N -0.62 1.14 1.77
C -1.00 0.31 0.64
H 1.68 -0.76 -1.41
H 0.03 -0.59 -2.07
H 0.39 -1.87 -0.92
H -1.58 -0.57 0.93
H -1.66 0.95 0.03

[7]
Here is one molecule with the formula C3H5N3 from the OMol25 dataset. Energies are from ωB97M-V/def2-TZVPD.

Values from the calculation:
structure (SMILES): Cc1cn[nH]n1
E: -7661.531 eV
HOMO energy: -9.86 eV
maximum force: 0.75 eV Å⁻¹

Element x y z (Å)
C 0.90 0.37 1.36
C 0.12 0.05 0.12
C -0.97 -0.84 -0.11
N -1.31 -0.79 -1.39
N -0.40 0.06 -1.91
N 0.43 0.61 -1.03
H 0.25 0.45 2.23
H 1.64 -0.42 1.55
H 1.45 1.31 1.24
H -1.49 -1.45 0.63
H -0.62 0.66 -2.70

[8]
Here is C3H5N3 as an isolated structure at a distorted geometry from the OMol25 dataset. Energies are from ωB97M-V/def2-TZVPD.

Values from the calculation:
E: -7656.192 eV
HOMO energy: -7.39 eV
maximum force: 2.53 eV Å⁻¹

Element x y z (Å)
C -1.31 -1.39 -0.20
C -0.40 -0.19 -0.03
C 0.16 0.72 -0.82
N 0.47 1.54 -1.61
N -1.34 -1.38 1.13
N -0.63 -0.29 1.39
H -1.97 -1.79 -0.94
H 2.80 1.62 0.20
H 1.38 1.84 -1.86
H -1.76 -1.95 1.89
H 2.61 1.27 0.86